Formula: C11H16ClO2RuTi
Source: OMol25
Level of theory: ωB97M-V/def2-TZVPD

```
32
Properties=species:S:1:pos:R:3:forces:R:3:mulliken_charge:R:1
Ru 1.245694 -0.646510 -3.195618 1.6948 1.0470 0.5976 0.39
Cl 2.826802 -1.713252 -4.401401 1.0089 -0.1954 -0.4958 -0.48
C 0.475367 0.371840 -4.706871 -0.3848 0.1351 -0.7875 -1.00
C -0.058260 -2.105607 -2.813375 -1.7152 -1.2065 0.0759 -1.05
H 0.203989 -0.297920 -5.537386 -0.1790 0.3578 0.2955 0.33
H -0.369343 0.951787 -4.302235 0.1203 -0.2767 -0.4166 0.29
H 1.286844 1.040612 -5.044372 -0.2683 -0.0735 0.1515 0.34
H 0.435864 -2.891904 -3.417569 -0.2294 0.2007 0.2823 0.30
H -1.044528 -1.899365 -3.250022 0.1668 -0.4115 0.1408 0.24
H -0.179303 -2.519498 -1.790030 0.0029 0.1861 -0.2735 0.41
Ti -0.458987 -0.155615 -0.967452 -1.9415 -1.8732 2.8967 0.70
C -2.481377 -0.614035 -1.310988 -0.5046 -0.2939 -0.1493 -1.16
C 0.446232 1.396481 -1.756589 2.3060 1.8172 -2.2323 -1.19
H -3.019022 0.283353 -1.664562 0.0618 -0.1942 0.0813 0.24
H -2.659942 -1.439964 -2.013083 -0.2479 0.1133 0.0969 0.39
H -2.904785 -0.887121 -0.325622 0.0535 0.1245 -0.3567 0.27
H 0.033528 2.089298 -2.499787 0.0420 0.2533 0.5320 0.47
H 1.531235 1.562394 -1.610726 -0.4278 0.5221 0.1945 0.35
O 0.358930 -0.866298 0.720581 0.4514 -0.6977 -0.9741 -0.79
C -0.172798 0.111316 1.406432 0.7674 0.2743 3.0045 1.02
O -0.986506 0.858852 0.744357 -0.4540 0.5292 -1.3411 -0.75
C 0.158126 0.368977 2.803236 -0.5692 -0.5152 -3.1287 0.35
C -0.449668 1.456053 3.439340 -0.2291 0.8572 1.3768 -0.59
C -0.183898 1.692465 4.785682 -0.0741 -0.1791 -0.6608 -0.37
C 0.713548 0.864720 5.481292 0.1051 -0.1120 0.2395 -0.53
C 1.362038 -0.191361 4.808709 -0.1836 0.0098 -0.5764 -0.36
C 1.098997 -0.429469 3.459599 0.7477 -0.4026 1.4567 -0.52
H -1.114748 2.099610 2.866724 0.0805 -0.1964 0.1682 0.34
H -0.682340 2.515140 5.298393 0.1464 -0.1129 -0.0743 0.34
H 0.914728 1.041740 6.535580 -0.0292 -0.0283 -0.1421 0.34
H 2.066621 -0.827377 5.350432 -0.1395 0.1976 -0.1611 0.34
H 1.606976 -1.219342 2.907340 -0.1783 0.1438 0.1799 0.34
```
Positions in Å, forces in eV/Å.

The value obtained for the calculated total energy is -53976.4552 eV. As for the expectation value of S²: 12.05. As for the spin multiplicity: 7. As for the net charge: -1. The value obtained for the max |F| is 3.958 eV/A. The orbital gap (spin up / spin down) is 3.09 / 6.03 eV. For the HOMO energy (spin up / spin down), the calculation gives -0.0384 / -0.1974 Ha.


Formula: C5H5NOS
Source: OMol25
Level of theory: ωB97M-V/def2-TZVPD

```
13
Properties=species:S:1:pos:R:3:forces:R:3:mulliken_charge:R:1
O 0.702661 -2.202433 -0.330878 2.2308 -3.4490 2.4066 -0.24
N 0.997479 -1.377865 0.658564 -1.4433 0.4164 -0.0161 -0.41
C 0.356021 -0.244810 0.649432 3.3613 -1.2681 1.5966 0.74
C 0.587502 0.542289 1.913909 -0.7764 2.8456 -0.3329 -0.56
C -0.230106 1.607484 1.737590 -2.2748 2.0905 -0.5242 -0.33
C -0.723497 1.696106 0.276379 -0.8860 4.0930 -2.8727 -0.25
C -0.329507 0.441645 -0.428252 0.1597 -0.2042 1.3967 0.09
S -0.621350 -0.200460 -1.899255 -0.3237 0.8639 -0.1630 -0.44
H 0.430842 -1.821396 -1.115583 -1.4545 2.1463 -2.8120 0.27
H 1.403059 0.574925 2.711619 -1.4527 -1.0510 -1.2850 0.30
H -0.640176 2.610711 2.197541 1.7146 -2.4159 0.2850 0.29
H -0.047372 2.711703 0.047676 -1.2276 -2.7004 -0.3292 0.24
H -1.770883 2.139650 -0.310433 2.3727 -1.3670 2.6501 0.30
```
Positions in Å, forces in eV/Å.

The value obtained for the calculated total energy is -19633.5495 eV. As for the SMILES: O/N=C1/C=CCC1=S. As for the net charge: 0. The value obtained for the max |F| is 5.078 eV/A. The orbital gap is 7.67 eV. For the HOMO energy, the calculation gives -0.3300 Ha.


Formula: C20H41O6PSi
Source: OMol25
Level of theory: ωB97M-V/def2-TZVPD

```
69
Properties=species:S:1:pos:R:3:forces:R:3:mulliken_charge:R:1
C -3.740154 -5.977483 -6.633498 -0.0814 -0.0136 -0.2849 -0.70
C -3.306841 -6.049962 -5.391795 0.1252 0.1054 0.4696 -0.13
C -4.230276 -6.374707 -4.260768 0.0243 0.3309 -0.0151 0.56
O -5.031524 -7.262314 -4.324718 -0.1052 -0.0965 0.0597 -0.53
O -4.119056 -5.650255 -3.123351 -0.0384 -0.0104 -0.1395 -0.32
C -3.445905 -4.378731 -3.165674 0.1927 -0.1363 0.1696 -0.39
C -3.663340 -3.688817 -1.818347 0.2480 0.1233 -0.1826 -0.84
C -2.382718 -3.592209 -0.987836 -0.1682 0.0182 -0.0849 -0.85
C -1.370609 -2.564908 -1.540849 0.1528 -0.2022 0.2169 -0.88
C -0.890401 -1.519539 -0.509575 -0.3146 -0.0633 -0.0049 -0.09
C -1.486239 -0.123821 -0.753389 0.0071 -0.1257 -0.0580 -0.87
Si -0.741505 1.383279 0.116100 0.0432 -0.1051 -0.0134 -0.72
C 0.095275 2.465532 -1.198854 -0.2035 0.1603 0.0047 -0.74
C -0.893236 3.263746 -2.045995 0.1019 -0.0021 0.0190 -0.28
O -0.362767 3.660779 -3.305894 0.0143 0.0528 -0.0111 -0.57
C 0.428183 1.132837 1.586059 0.0893 0.1049 0.1305 0.93
C 0.244242 -0.186983 2.346369 0.1620 -0.0516 -0.1675 -1.70
C 1.916503 1.375790 1.272096 -0.0601 -0.3279 0.4348 -1.07
C 2.536720 0.387911 0.270763 0.3728 0.6153 -0.2040 0.36
C 3.537882 1.053349 -0.690100 0.0185 0.0126 0.0739 -1.61
P -2.521020 2.635201 0.821917 -0.1813 0.2019 -0.0013 -0.15
O -2.944595 1.638924 2.073520 0.2497 0.0251 0.1668 -0.41
O -1.689766 3.824777 1.669504 0.0059 -0.0647 -0.1661 -0.46
H -3.045578 -5.910809 -7.458749 -0.0354 0.3148 -0.0533 0.28
H -4.799150 -5.987365 -6.849719 -0.0359 -0.3303 -0.0909 0.25
H -2.261689 -5.884760 -5.157830 0.0550 -0.2298 0.0062 0.34
H -3.824340 -3.787698 -3.998937 -0.0813 -0.0386 -0.0350 0.40
H -2.377280 -4.549363 -3.322762 0.0116 0.0474 -0.0737 0.27
H -4.026662 -2.675881 -2.005536 -0.1614 -0.0250 0.1243 0.32
H -4.428872 -4.240339 -1.276016 -0.0969 0.0228 -0.0288 0.37
H -1.921513 -4.581984 -0.949274 -0.0140 -0.0266 0.1171 0.33
H -2.656109 -3.335896 0.037793 0.0379 0.0391 0.0099 0.49
H -1.812913 -2.053594 -2.399599 0.0588 0.0379 -0.0331 0.44
H -0.495838 -3.104206 -1.908657 -0.0183 0.0335 -0.1418 0.39
H 0.198784 -1.496431 -0.481015 0.0130 0.0776 -0.0813 0.07
H -1.214587 -1.854924 0.476810 0.1873 0.0139 0.0801 0.22
H -2.555650 -0.167476 -0.519055 -0.0092 0.0437 0.0041 0.52
H -1.441382 0.090955 -1.828340 0.0357 0.0893 0.0153 0.49
H 0.666633 1.800953 -1.859449 0.0689 -0.0502 0.1071 0.50
H 0.799152 3.154017 -0.724378 0.1467 -0.0591 -0.1137 0.53
H -1.821946 2.708275 -2.213400 0.0215 -0.0604 -0.0744 0.30
H -1.165041 4.182686 -1.518176 -0.1217 -0.0381 0.0359 0.31
H 0.462776 3.191912 -3.452552 -0.0124 -0.0102 -0.0002 0.33
H 0.146004 1.930443 2.286840 -0.1533 0.0236 -0.0797 0.38
H 0.715748 -1.012236 1.810443 -0.0712 -0.0369 -0.0464 0.35
H -0.805056 -0.441279 2.496253 -0.0121 0.0441 0.0926 0.38
H 0.743125 -0.125725 3.315822 -0.0889 0.0198 0.0702 0.45
H 2.435144 1.271187 2.232470 0.1285 0.1307 -0.0446 0.49
H 2.081752 2.409753 0.960893 -0.0521 -0.0218 -0.1486 0.41
H 1.755460 -0.083728 -0.329048 -0.0389 -0.1313 0.1354 -0.50
H 3.085332 -0.370433 0.828543 -0.3039 -0.3314 -0.1279 0.54
H 3.275460 2.096427 -0.876490 -0.0603 -0.0200 -0.0830 0.33
H 4.547932 1.048130 -0.279367 0.0092 0.0467 0.0298 0.40
H 3.577541 0.541664 -1.652333 0.0379 -0.0390 0.0137 0.39
H -3.644929 2.044131 2.596238 -0.1315 -0.1259 -0.0590 0.30
H -0.889766 4.098302 1.207497 0.0731 0.0627 0.1136 0.34
C 3.887452 4.522914 4.952854 0.0310 -0.0353 0.0512 -0.54
C 5.219494 3.841368 4.643110 -0.0130 0.0019 -0.0427 -0.55
C 4.929737 2.402260 5.051700 0.0059 0.0220 0.0293 -0.37
O 3.538533 2.189717 4.806725 -0.0115 -0.0219 -0.0073 -0.41
C 2.893990 3.438716 4.556840 -0.0300 0.0233 -0.0907 -0.13
H 3.733498 5.453117 4.408082 0.0053 -0.0051 -0.0129 0.34
H 3.811501 4.735611 6.021100 -0.0022 -0.0028 0.0006 0.27
H 5.430144 3.896374 3.572874 0.0008 -0.0045 -0.0004 0.26
H 6.065784 4.267896 5.179419 -0.0071 0.0023 0.0117 0.34
H 5.131819 2.245115 6.116548 0.0148 0.0059 -0.0019 0.26
H 5.502618 1.670354 4.480962 -0.0128 -0.0101 -0.0021 0.26
H 2.649723 3.500997 3.489608 -0.0227 0.0321 0.0091 -0.01
H 1.964312 3.478460 5.125570 0.0000 -0.0322 0.0042 0.31
```
Positions in Å, forces in eV/Å.

The value obtained for the calculated total energy is -50856.0935 eV. As for the SMILES: C=CC(=O)OCCCCCC[Si@](CCO)([C@@H](C)CCC)P(O)O.C1CCOC1. As for the net charge: 0. The value obtained for the max |F| is 0.748 eV/A. The orbital gap is 8.52 eV. For the HOMO energy, the calculation gives -0.2964 Ha.